# 1
Entry from the OMol25 dataset: 2 unconnected molecules or ions with the total composition C2H9N3O at a distorted geometry (ωB97M-V with the def2-TZVPD basis set).

```
15
C2H9N3O | the OMol25 dataset | ωB97M-V with the def2-TZVPD basis set
C -1.230 1.371 0.371
N -1.249 0.040 0.875
C -0.276 -0.802 0.333
N -0.366 -2.093 0.882
N 0.716 -0.507 -0.499
H -1.010 2.137 1.281
H -0.454 1.661 -0.335
H -2.174 1.657 -0.193
H -2.278 -0.290 0.824
H -0.871 -2.209 1.730
H 0.238 -2.866 0.722
H 1.404 -1.127 -0.982
H 1.515 1.025 -1.117
H 2.292 2.288 -1.244
O 2.083 1.528 -1.714
```

Multiplicity   2
HOMO energy (alpha / beta)   -0.5382 / -0.5362 hartree
Expectation value of S²   0.762
Kohn-Sham gap (alpha / beta)   10.6 / 5.9 eV
Total charge   +1

These are the Mulliken partial charges, in e, on atoms 1 to 8:
1 C -0.712
2 N -0.224
3 C 0.651
4 N -0.331
5 N -0.407
6 H 0.258
7 H 0.179
8 H 0.329

---

# 2
Entry from the OMol25 dataset: a gas-phase ion, C6H8N2P (charge +1) at a distorted geometry (ωB97M-V with the def2-TZVPD basis set).

```
17
C6H8N2P | the OMol25 dataset | ωB97M-V with the def2-TZVPD basis set
C 1.382 0.717 -2.874
C 0.140 1.239 -2.453
C 1.855 -0.038 -1.825
C -0.162 0.633 -1.189
C -1.211 0.564 -0.410
C -1.167 -0.779 2.382
N 0.949 -0.162 -0.813
N -0.230 -0.324 1.421
P 0.739 -1.287 0.514
H 2.021 0.956 -3.800
H -0.422 1.900 -3.171
H 2.757 -0.776 -1.715
H -2.190 0.867 -0.482
H -1.887 -1.616 2.255
H -1.663 0.154 2.686
H -0.613 -1.038 3.334
H 1.825 -1.129 1.229
```

HOMO energy (alpha / beta)   -0.4584 / -0.4671 hartree
Kohn-Sham gap (alpha / beta)   6.4 / 6.9 eV
Total charge   +1

These are the Mulliken partial charges, in e, on atoms 1 to 8:
1 C -0.301
2 C -0.560
3 C 0.009
4 C 0.676
5 C -0.486
6 C -0.762
7 N 0.128
8 N -0.224

---

# 3
Entry from the OMol25 dataset: a gas-phase ion, C3H7N2OS (charge +1) at a distorted geometry (ωB97M-V with the def2-TZVPD basis set).

```
14
C3H7N2OS | the OMol25 dataset | ωB97M-V with the def2-TZVPD basis set
C -1.331 -0.920 -0.029
C -1.896 0.403 -0.471
C 0.603 0.105 0.460
N -0.172 -1.000 0.503
N 1.812 0.004 -0.525
O 1.331 0.407 1.686
S -0.536 1.562 0.057
H -1.823 -1.821 -0.414
H -2.136 0.530 -1.546
H -2.965 0.470 -0.151
H 1.900 -1.032 -0.858
H 2.624 0.309 0.167
H 1.845 0.639 -1.305
H 0.745 0.344 2.427
```

HOMO energy   -0.5049 hartree
SMILES   [NH3+][C@]1(O)N=CCS1
Kohn-Sham gap   9.8 eV
Total charge   +1

These are the Mulliken partial charges, in e, on atoms 1 to 8:
1 C -0.048
2 C -0.474
3 C 0.427
4 N -0.509
5 N -0.342
6 O -0.535
7 S -0.134
8 H 0.381

---

# 4
Entry from the OMol25 dataset: a molecular structure, C19H43LaN2O2P3 at a distorted geometry (ωB97M-V with the def2-TZVPD basis set).

```
70
C19H43LaN2O2P3 | the OMol25 dataset | ωB97M-V with the def2-TZVPD basis set
La -0.059 0.235 0.298
P 0.297 -2.189 -1.491
P 2.793 -0.068 0.605
P -2.499 0.480 -1.258
H 1.627 2.301 -1.113
C 0.573 2.481 -0.860
C 0.157 2.839 0.399
H 0.863 3.004 1.236
C 0.947 -1.887 -3.179
C 1.454 -3.479 -0.902
C -1.165 -3.223 -1.865
C 3.429 1.427 1.453
C 3.383 -1.389 1.714
C 3.884 -0.188 -0.865
C -3.228 2.123 -0.928
C -3.904 -0.609 -0.855
C -2.435 0.441 -3.089
H -0.100 2.470 -1.730
H -0.878 3.170 0.615
H 1.063 -2.841 -3.719
H 1.921 -1.379 -3.116
H 0.263 -1.233 -3.737
H 1.438 -4.335 -1.594
H 1.141 -3.815 0.096
H 2.476 -3.085 -0.819
H -0.857 -4.111 -2.439
H -1.916 -2.656 -2.432
H -1.627 -3.549 -0.923
H 4.517 1.342 1.595
H 2.937 1.528 2.432
H 3.189 2.324 0.866
H 4.476 -1.502 1.658
H 2.907 -2.344 1.454
H 3.095 -1.140 2.746
H 4.941 -0.018 -0.602
H 3.571 0.570 -1.601
H 3.770 -1.178 -1.332
H -4.160 2.235 -1.502
H -2.517 2.917 -1.189
H -3.447 2.214 0.145
H -4.790 -0.348 -1.452
H -4.147 -0.500 0.212
H -3.640 -1.658 -1.044
H -3.386 0.787 -3.528
H -2.217 -0.579 -3.441
H -1.622 1.096 -3.438
C -1.014 0.032 -7.455
C -0.361 0.373 -8.658
C -0.184 1.726 -8.955
C -0.677 2.714 -8.083
C -1.368 2.356 -6.925
C -1.572 1.011 -6.617
O -1.081 -1.249 -6.986
H -0.693 -1.840 -7.659
H 0.013 -0.416 -9.318
H 0.341 2.015 -9.865
H -0.524 3.769 -8.319
H -1.764 3.113 -6.243
H -2.130 0.687 -5.743
C -0.688 0.174 5.332
N -1.506 -0.755 4.531
C -1.496 -0.934 3.214
N -2.330 -1.872 2.684
O -0.735 -0.251 2.426
H 0.001 0.767 4.729
H -0.100 -0.415 6.054
H -1.360 0.862 5.867
H -2.146 -1.364 5.038
H -2.324 -2.078 1.692
H -2.920 -2.432 3.280
```

HOMO energy   -0.5079 hartree
Kohn-Sham gap   3.5 eV
Total charge   +3

These are the Mulliken partial charges, in e, on atoms 1 to 8:
1 La 1.188
2 P 0.301
3 P 0.491
4 P 0.639
5 H 0.447
6 C -0.612
7 C -0.676
8 H 0.391

---

# 5
Entry from the OMol25 dataset: a molecular structure, C3H6FNO3 at a distorted geometry (ωB97M-V with the def2-TZVPD basis set).

```
14
C3H6FNO3 | the OMol25 dataset | ωB97M-V with the def2-TZVPD basis set
C 1.910 -1.609 0.104
C -1.561 -0.737 -0.399
C 1.327 1.428 0.049
N 1.717 -0.413 0.075
O 2.100 -2.755 0.108
O 0.518 1.636 1.027
O -1.727 0.219 0.638
F 0.819 1.526 -1.179
H -0.693 -1.341 -0.133
H -1.376 -0.246 -1.361
H -2.435 -1.387 -0.482
H 2.325 1.848 0.127
H -2.565 0.677 0.512
H -0.358 1.153 0.915
```

HOMO energy   -0.3498 hartree
Kohn-Sham gap   10.0 eV

These are the Mulliken partial charges, in e, on atoms 1 to 8:
1 C 0.583
2 C -0.466
3 C 0.403
4 N -0.554
5 O -0.519
6 O -0.412
7 O -0.588
8 F -0.216

---

Energy above the lowest of the compared OMol25 structures with the same formula, charge and spin list, top to bottom, in kJ/mol: 184.7; 452.5; 191.6; 0.0; 87.6